Record 1
C9H19N | ωB97M-V/def2-TZVPD

The geometry in XYZ format:
```
29
Properties=species:S:1:pos:R:3
C -1.7805 -0.2929 0.1006
C 3.1854 -0.9348 -0.6678
C 2.9390 0.7356 1.0169
C -2.4837 0.8390 0.8240
C -1.7851 -1.5486 0.9506
C -2.3784 -0.5686 -1.2657
C -0.0021 1.7895 -0.9949
N 2.4074 0.1853 -0.2059
C -0.0374 0.4799 -0.3339
C 0.7019 -0.4267 0.1278
H 0.7739 -1.3880 0.5972
H 2.9781 -0.0085 1.8363
H 3.1997 -1.7808 0.0470
H 4.2321 -0.6427 -0.8339
H 2.7913 -1.2873 -1.6229
H 3.9692 1.0933 0.8744
H 2.3246 1.5793 1.3328
H -2.5357 1.7410 0.2160
H -3.5162 0.5594 1.0657
H -1.9851 1.0731 1.7650
H -1.3169 -2.3891 0.4382
H -2.8155 -1.8529 1.1690
H -1.2912 -1.3874 1.9093
H -3.4071 -0.9362 -1.1702
H -2.4188 0.3313 -1.8784
H -1.8065 -1.3301 -1.7964
H -0.3201 2.5891 -0.3241
H -0.6487 1.8007 -1.8722
H 1.0264 1.9782 -1.3044
```

Computed properties:
Gap between HOMO and LUMO: 8.71 eV
Largest force on an atom: 0.148 hartree/bohr
Energy: -11127.5686 eV
Energy relative to the best compared isomer or geometry (same formula, charge and spin): 78.6 kcal/mol
Lowest unoccupied orbital energy: 0.81 eV


Record 2
C6H16ClO7S2V | ωB97M-V/def2-TZVPD

The geometry in XYZ format:
```
33
Properties=species:S:1:pos:R:3
O -3.6688 3.1039 -2.8280
V -3.3967 1.5228 -2.8930
Cl -1.9700 1.0622 -0.8721
O 0.5859 -6.6651 1.5131
S 0.2830 -6.0929 0.2121
O -0.4042 -6.8501 -0.8817
O -0.5910 -4.7486 0.6472
C -1.1418 -3.8862 -0.4107
C -0.8143 -2.3567 -0.0464
C 1.7132 -5.1036 -0.4637
H -2.1799 -4.0965 -0.6679
H -0.5249 -4.1124 -1.2804
H -1.2306 -1.9488 0.8748
H -1.0651 -1.6568 -0.8435
H 0.2642 -2.2662 0.0828
H 2.6795 -5.6012 -0.3820
H 1.7384 -4.1954 0.1385
H 1.4700 -4.9692 -1.5177
O 1.6258 6.3115 -0.4286
S 1.4989 4.8747 -0.3596
O 2.5674 3.9942 -0.7094
O 1.0136 4.6353 1.1843
C 0.9809 3.2938 1.6394
C -0.1175 3.1837 2.6046
C -0.0281 4.4473 -1.2716
H 1.8731 2.9621 2.1706
H 0.9116 2.5378 0.8572
H -0.9861 3.0518 1.9594
H -0.3035 4.0738 3.2056
H -0.1675 2.2287 3.1277
H -0.7384 5.1860 -0.9004
H -0.1360 3.3673 -1.1717
H 0.2588 4.7125 -2.2892
```

Computed properties:
Gap between HOMO and LUMO (alpha / beta): 7.91 / 8.30 eV
Largest force on an atom: 0.076 hartree/bohr
Energy: -80691.3973 eV
Expectation value of S²: 2.056
Lowest unoccupied orbital energy (alpha / beta): -2.45 / -2.51 eV
Multiplicity: 3


Record 3
C27H49FN6O8S | ωB97M-V/def2-TZVPD

The geometry in XYZ format:
```
92
Properties=species:S:1:pos:R:3
C 6.0444 -4.8402 -4.3553
C 5.1935 -3.5890 -4.1156
C 4.8897 -3.1479 -2.8606
C 4.1295 -2.0019 -2.6783
C 3.6771 -1.3292 -3.7835
C 2.8050 -0.0857 -3.6156
C 1.3457 -0.3733 -4.0149
C 0.6318 -1.4201 -3.1049
C 0.0466 -2.4967 -4.0131
S 0.6361 -4.1942 -3.7973
O 0.8366 -4.8484 -5.0379
O 1.7885 -4.1955 -2.9631
F -0.5144 -4.9979 -3.0498
C 0.3463 -2.0412 -5.4859
O 0.0188 -2.5549 -6.5348
N 1.0696 -0.8967 -5.3478
C 4.0076 -1.7658 -5.0540
C 4.7672 -2.8966 -5.2369
H 5.4611 -5.5405 -4.9586
H 6.2716 -5.2977 -3.3896
H 6.9430 -4.5081 -4.8816
H 5.2254 -3.6993 -1.9862
H 3.9254 -1.6902 -1.6576
H 2.7679 0.1096 -2.5353
H 3.2211 0.8067 -4.0942
H 0.8097 0.5882 -4.0264
H 1.1537 -1.7352 -2.2133
H -0.2245 -0.8385 -2.7473
H -1.0456 -2.6126 -3.9899
H 1.5888 -0.5573 -6.1418
H 3.6352 -1.2158 -5.9131
H 4.9992 -3.2349 -6.2419
C 1.3877 0.0128 1.6073
C 0.5793 -0.9690 0.8013
O 0.6433 -1.0137 -0.4279
N -0.2294 -1.8139 1.4700
C -0.4384 -1.9131 2.9053
H 1.9852 0.6177 0.9304
H 0.7296 0.6730 2.1751
H 2.0575 -0.5204 2.2832
H -0.7378 -2.4439 0.8693
H -0.1685 -2.9209 3.2274
H -1.4949 -1.7427 3.1122
H 0.1577 -1.1895 3.4499
C 3.8323 -5.2937 2.4908
C 3.1524 -4.0875 3.0898
O 2.8126 -3.1329 2.4084
N 2.9233 -4.0914 4.4300
C 3.2505 -5.1238 5.3962
H 3.9421 -5.1397 1.4213
H 4.8232 -5.4280 2.9269
H 3.2314 -6.1894 2.6529
H 2.4666 -3.2561 4.7608
H 2.3339 -5.4615 5.8826
H 3.9141 -4.7057 6.1550
H 3.7369 -5.9711 4.9253
C -4.6166 1.6163 4.2976
C -3.7354 0.7177 3.4695
O -3.2174 -0.2949 3.9250
N -3.5224 1.0657 2.1749
C -4.0368 2.2184 1.4478
H -4.6912 1.2124 5.3032
H -4.1927 2.6176 4.3582
H -5.6176 1.6664 3.8689
H -2.9253 0.4199 1.6817
H -4.6165 1.8681 0.5950
H -3.1973 2.8079 1.0802
H -4.6655 2.8437 2.0732
C -4.1339 7.0441 5.8307
C -4.0744 5.7561 5.0465
O -5.0344 5.0075 4.9587
N -2.9013 5.4480 4.4292
C -1.6636 6.2048 4.4192
H -5.1260 7.1481 6.2597
H -3.4041 7.0309 6.6414
H -3.9464 7.8971 5.1771
H -2.9307 4.5773 3.9228
H -1.4049 6.4529 3.3883
H -0.8657 5.5910 4.8410
H -1.7508 7.1200 4.9946
C -4.6310 5.7485 -2.5062
C -4.2057 4.5016 -1.7702
O -4.5780 4.2621 -0.6320
N -3.3822 3.6357 -2.4197
C -2.8377 3.7440 -3.7609
H -5.2808 6.3323 -1.8610
H -3.7612 6.3543 -2.7639
H -5.1821 5.4878 -3.4106
H -3.1390 2.8263 -1.8708
H -3.1587 2.8817 -4.3477
H -1.7476 3.7415 -3.7053
H -3.1672 4.6524 -4.2533
```

Computed properties:
Gap between HOMO and LUMO: 8.74 eV
Largest force on an atom: 0.050 hartree/bohr
Energy: -67669.1246 eV
Energy relative to the best compared isomer or geometry (same formula, charge and spin): 0.0 kcal/mol
Lowest unoccupied orbital energy: 0.13 eV


Record 4
C37H28Cl5HgN6O3SSi | ωB97M-V/def2-TZVPD

The geometry in XYZ format:
```
82
Properties=species:S:1:pos:R:3
Hg 0.5752 0.5255 0.4755
O 2.7333 4.2139 -0.8850
C 2.0969 3.3332 -0.3228
N 2.2114 1.9862 -0.4513
C 3.2192 1.4480 -1.1717
O 4.2767 1.9545 -1.5168
C 2.9573 0.0036 -1.5889
C 3.8887 -0.6157 -2.4103
C 3.6406 -1.8987 -2.8668
C 2.4532 -2.5147 -2.5102
C 1.5750 -1.8366 -1.6810
N 1.8326 -0.6141 -1.2186
C 1.0019 3.7856 0.6263
C 1.2629 4.8589 1.4748
C 0.2651 5.2897 2.3257
C -0.9749 4.6639 2.2774
C -1.1444 3.6153 1.3924
N -0.1762 3.1749 0.5920
H 4.7816 -0.0658 -2.6691
H 4.3607 -2.4079 -3.4963
H 2.2103 -3.5147 -2.8438
H 0.6495 -2.2848 -1.3306
H 2.2445 5.3108 1.4604
H 0.4445 6.1028 3.0189
H -1.7901 4.9734 2.9181
H -2.0893 3.0853 1.3302
N -1.7573 -0.2697 -0.4488
N -2.4711 -0.0727 -1.6323
C -2.1050 0.8216 -2.5707
N -3.1029 1.1019 -3.4775
S -0.6146 1.5300 -2.6960
H -1.3773 -1.2396 -0.3539
H -2.3706 -0.1293 0.3491
H -3.4284 -0.3931 -1.6415
H -3.8629 0.4500 -3.5907
H -2.7801 1.5673 -4.3073
O -0.3663 -2.6451 0.3711
Si -0.2530 -4.0687 1.0530
C -1.4924 -5.3291 0.3236
C -2.2862 -6.1244 1.1537
C -3.2943 -6.9318 0.6371
C -3.5296 -6.9664 -0.7299
C -2.7583 -6.1790 -1.5757
C -1.7593 -5.3719 -1.0484
C 1.5292 -4.7180 0.9377
C 1.8911 -6.0321 0.6389
C 3.2252 -6.4060 0.5143
C 4.2299 -5.4618 0.6752
C 3.8930 -4.1460 0.9708
C 2.5597 -3.7863 1.1031
C -0.6489 -4.0999 2.9009
C -1.7041 -3.1752 3.1027
C -3.0235 -1.1958 3.8164
C -2.5724 -2.4362 5.7624
C -0.3856 -3.0848 4.8993
C 0.2074 -4.0070 4.1559
H -2.1255 -6.0771 2.2247
H -3.9050 -7.5281 1.3062
H -4.3141 -7.5965 -1.1344
H -2.9441 -6.1893 -2.6443
H -1.1715 -4.7498 -1.7168
H 1.1144 -6.7793 0.5043
H 3.4837 -7.4357 0.2906
H 5.2702 -5.7494 0.5714
H 4.6695 -3.3999 1.0955
H 2.3025 -2.7586 1.3406
H -2.5181 -3.1733 2.3948
H -4.0435 -1.0929 4.1265
H -3.4325 -2.0187 6.2659
H -2.3578 -3.3458 6.3122
H 1.0315 -4.6521 4.4080
Cl -2.7497 0.0734 2.5895
C -0.5687 0.1607 3.3502
C 0.4619 0.6992 2.6334
C 1.6165 0.7712 3.3956
Cl 3.0908 1.5230 2.7913
C 1.6009 0.1204 4.6560
Cl 3.0107 0.1419 5.7075
C 0.5188 -0.6315 4.9757
Cl 0.5242 -2.4506 6.4868
C -0.6436 -0.7957 4.2850
Cl -1.7343 -2.1163 4.4153
```

Computed properties:
Gap between HOMO and LUMO (alpha / beta): 4.19 / 4.86 eV
Largest force on an atom: 0.117 hartree/bohr
Energy: -139387.4876 eV
Total charge: -2
Energy relative to the best compared isomer or geometry (same formula, charge and spin): 540.2 kcal/mol
Expectation value of S²: 0.841
Lowest unoccupied orbital energy (alpha / beta): 3.82 / 3.83 eV
Multiplicity: 2


Record 5
C5H10O | ωB97M-V/def2-TZVPD

The geometry in XYZ format:
```
16
Properties=species:S:1:pos:R:3
C -2.5096 0.0471 -0.2691
C -1.1534 0.7784 -0.3253
C -0.2067 0.0950 0.5929
C 2.6293 0.0591 0.6809
O 1.8869 -1.1299 0.5464
C 0.6865 -0.8358 -0.1185
H -2.8580 -0.0541 0.7618
H -2.4330 -0.9517 -0.7109
H -3.2535 0.6107 -0.8383
H -1.3043 1.7974 0.0545
H -0.8199 0.8440 -1.3760
H 2.0768 0.7904 1.2893
H 3.5718 -0.1828 1.1724
H 2.8336 0.5076 -0.3054
H 0.0692 -1.7583 -0.1353
H 0.9005 -0.5854 -1.1798
```

Computed properties:
Gap between HOMO and LUMO: 8.38 eV
Largest force on an atom: 0.008 hartree/bohr
Energy: -7390.3756 eV
Energy relative to the best compared isomer or geometry (same formula, charge and spin): 101.2 kcal/mol
Lowest unoccupied orbital energy: -0.11 eV